C30H25BrHfN6O2 | ωB97M-V/def2-TZVPD

Last column: Mulliken charge in e.
CARTESIAN COORDINATES (ANGSTROEM)
1 Hf 0.02636 0.74273 -0.23786  1.839
2 C 3.28003 3.30697 1.11143  -1.534
3 C 2.31893 2.16613 1.22537  0.631
4 O 1.71539 1.79433 0.10522  -0.717
5 C 2.11707 1.52762 2.41620  -1.345
6 C 1.42145 0.29119 2.56848  1.250
7 C 1.58334 -0.45235 3.85330  -1.502
8 N 0.68251 -0.20582 1.59397  1.048
9 N 0.27183 -1.53366 1.77997  -1.029
10 C -0.57227 -1.87831 0.87477  0.630
11 O -1.02125 -0.94696 0.00193  -0.979
12 C -1.00546 -3.26357 0.69009  0.426
13 C -2.09499 -3.55755 -0.12744  -0.151
14 C -2.46582 -4.87607 -0.33200  -0.754
15 C -1.74709 -5.90184 0.26746  -0.438
16 C -0.65649 -5.61072 1.07914  -0.770
17 C -0.28506 -4.29587 1.29354  -0.444
18 H 3.10938 4.03294 1.90595  0.422
19 H 3.19455 3.79660 0.14441  0.348
20 H 4.30171 2.93966 1.22289  0.389
21 H 2.65544 1.89702 3.27632  0.547
22 H 1.84833 0.23306 4.65491  0.497
23 H 2.39427 -1.17792 3.74894  0.280
24 H 0.68616 -1.01240 4.09927  0.391
25 H -2.65003 -2.75295 -0.59143  0.429
26 H -3.31870 -5.10655 -0.95611  0.433
27 H -2.03756 -6.93081 0.10297  0.445
28 H -0.09739 -6.41222 1.54246  0.446
29 H 0.56585 -4.05318 1.91561  0.481
30 Br 3.73133 -5.23596 -0.68685  -0.091
31 C 2.85156 -3.66848 -1.22445  -0.024
32 C 1.71579 -3.75721 -2.01989  -0.715
33 C 1.04301 -2.60598 -2.38257  -0.117
34 C 1.51129 -1.36830 -1.95132  0.090
35 C 2.65326 -1.28203 -1.15487  -0.252
36 C 3.33173 -2.43349 -0.80224  -0.753
37 N 0.74638 -0.19137 -2.17069  -0.007
38 C 0.13725 0.04863 -3.26527  -0.375
39 C -0.89456 1.08380 -3.29227  0.780
40 C -1.50170 1.47084 -4.46950  -0.984
41 C -2.51908 2.41689 -4.42363  -0.298
42 C -2.90049 2.92310 -3.19530  -0.898
43 C -2.24525 2.48168 -2.05393  -0.016
44 N -1.25493 1.58726 -2.08435  -0.220
45 H 1.34584 -4.72497 -2.32841  0.470
46 H 0.12043 -2.67551 -2.94638  0.405
47 H 3.02022 -0.31132 -0.84260  0.518
48 H 4.22675 -2.37876 -0.19882  0.503
49 H 0.32057 -0.54234 -4.16091  0.629
50 H -1.18478 1.03483 -5.40750  0.498
51 H -3.00955 2.74271 -5.33085  0.468
52 H -3.69733 3.64751 -3.10695  0.456
53 H -2.53999 2.85425 -1.08322  0.456
54 N -0.55673 7.11886 1.05431  -0.363
55 C -0.89732 6.04488 1.27124  -0.268
56 C -1.29029 4.68845 1.52714  -0.007
57 C -2.19375 4.35121 2.53566  -0.216
58 C -2.51588 3.01769 2.72288  -0.852
59 C -1.93522 2.06526 1.90897  -0.253
60 N -1.06639 2.38893 0.93335  0.270
61 C -0.74727 3.67989 0.75000  -0.045
62 H -2.62441 5.12798 3.15365  0.559
63 H -3.20876 2.71929 3.49638  0.484
64 H -2.15913 1.01194 2.03095  0.429
65 H -0.03314 3.91036 -0.03154  0.471

Cartesian forces, eV/Å:
0.0 0.0 -0.2
0.0 0.0 -0.1
0.2 0.1 0.2
-0.4 -0.2 0.1
-0.1 0.0 -0.2
0.0 0.0 0.1
0.0 0.0 0.0
0.2 -0.1 0.2
-0.1 -0.2 0.0
0.1 0.2 0.0
0.1 0.2 -0.1
-0.1 -0.1 0.0
0.0 0.1 0.0
0.0 0.0 0.0
0.0 0.0 0.0
0.0 0.0 0.0
0.0 0.0 0.0
0.0 0.0 0.0
0.0 0.0 0.0
0.0 0.0 0.0
0.0 0.0 0.0
0.0 0.0 0.0
0.0 0.0 0.0
0.0 0.0 0.0
0.0 0.0 0.0
0.0 0.0 0.0
0.0 0.0 0.0
0.0 0.0 0.0
0.0 0.0 0.0
0.0 0.0 0.0
0.0 0.0 0.0
0.0 0.0 0.0
-0.1 0.0 0.0
0.3 -0.2 0.1
-0.1 0.1 -0.1
0.0 -0.1 0.0
-0.2 0.2 0.0
0.1 -0.2 0.0
-0.2 0.2 0.0
0.1 -0.1 0.0
-0.1 0.1 0.1
0.0 0.0 0.0
0.0 0.0 -0.1
0.0 0.1 0.0
0.0 0.0 0.0
0.0 0.0 0.0
0.0 0.0 0.0
0.0 0.0 0.0
0.0 0.0 0.0
0.0 0.0 0.0
0.0 0.0 0.0
0.0 0.0 0.0
0.0 0.0 0.0
0.0 0.0 0.0
0.0 0.0 0.1
0.0 -0.1 0.0
0.1 0.0 -0.1
0.0 0.1 0.0
0.0 0.0 0.0
-0.1 0.0 0.0
0.0 -0.1 0.1
0.0 0.0 0.0
0.0 0.0 0.0
0.0 0.0 0.0
0.0 0.0 0.0

## Properties
- ΔE to the lowest compared entry with this formula, charge and spin (kcal per mole) = 0.0
- charge = +2
- molecular weight (g/mol) = 759.96